Entry 1:
Formula: C2H2NOP
Source: the OMol25 dataset
Level of theory: wB97M-V/def2-TZVPD

```
7
C2H2NOP, DFT wB97M-V/def2-TZVPD
O 2.274 -0.796 0.369
P 1.595 0.661 0.112
C -0.176 0.379 0.395
C -1.550 0.526 0.320
N -1.187 -0.693 0.464
H 2.248 -1.435 -0.344
H -2.418 1.140 0.235
```

Largest force on an atom   3.6 eV Å⁻¹
Energy relative to the best compared isomer or geometry (same formula, charge and spin)   50.3 kcal per mole
Lowest unoccupied orbital energy   0.29 eV
Gap between HOMO and LUMO   8.27 eV
Structure (SMILES)   O/P=c1/cn1

---

Entry 2:
Formula: CBrClFIO2S
Source: the OMol25 dataset
Level of theory: wB97M-V/def2-TZVPD

```
8
CBrClFIO2S, DFT wB97M-V/def2-TZVPD
C -1.804 -0.413 -0.349
O 1.334 -0.834 -0.589
O 0.233 -0.684 1.633
F -2.179 0.400 0.669
S 0.147 -0.226 0.298
Cl -1.821 0.532 -1.782
Br 0.798 1.894 0.308
I 3.293 -0.670 -0.188
```

Largest force on an atom   2.2 eV Å⁻¹
Energy relative to the best compared isomer or geometry (same formula, charge and spin)   62.9 kcal per mole
Lowest unoccupied orbital energy (spin up / spin down)   -2.33 / -2.33 eV
Gap between HOMO and LUMO (spin up / spin down)   6.98 / 6.98 eV

---

Entry 3:
Formula: C10H31O15PPd
Source: the OMol25 dataset
Level of theory: wB97M-V/def2-TZVPD

```
58
C10H31O15PPd, DFT wB97M-V/def2-TZVPD
Pd -0.538 -0.770 1.902
O 0.475 -0.419 0.027
H -0.318 -0.353 -0.540
P -3.151 0.413 1.698
O -4.021 0.233 2.912
O -1.931 0.895 2.437
O -3.260 1.765 0.913
O -2.449 -0.821 1.040
C -1.841 -0.140 -2.835
C -1.976 -1.488 -2.085
O -3.085 -1.500 -1.164
O -3.000 0.232 -3.553
H -0.982 -0.050 -3.500
H -1.586 0.614 -2.091
H -1.038 -1.588 -1.540
H -2.105 -2.326 -2.770
H -2.792 -1.133 -0.327
H -3.559 0.529 -2.832
C 3.295 0.643 -1.332
C 2.325 0.882 -2.521
O 1.275 -0.115 -2.622
O 2.692 0.978 -0.115
H 4.182 1.276 -1.334
H 3.619 -0.398 -1.339
H 2.683 0.962 -3.547
H 1.829 1.822 -2.278
H 1.055 -0.283 -1.703
H 1.921 0.427 0.040
C -1.361 4.268 -0.530
C -0.298 3.212 -0.684
O -0.509 2.118 0.197
O -1.623 4.634 0.752
H -2.255 4.096 -1.129
H -0.993 5.180 -0.999
H 0.636 3.631 -0.311
H -0.321 2.778 -1.684
H 0.115 1.407 0.032
H -1.412 5.569 0.806
C 0.452 -3.873 -0.574
C 0.049 -4.023 0.912
O -0.787 -2.983 1.371
O 1.345 -2.768 -0.820
H -0.432 -3.689 -1.184
H 0.849 -4.805 -0.975
H 0.905 -4.164 1.572
H -0.561 -4.925 0.960
H -1.665 -3.371 1.352
H 0.962 -1.934 -0.538
C 2.451 -0.536 2.888
C 1.782 0.604 3.521
O 0.804 1.077 2.602
O 1.491 -1.589 2.615
H 3.316 -0.959 3.400
H 2.893 -0.288 1.923
H 2.582 1.343 3.568
H 1.440 0.242 4.491
H 0.430 1.864 3.005
H 1.993 -2.402 2.522
```

Largest force on an atom   5.6 eV Å⁻¹
Multiplicity   4
Lowest unoccupied orbital energy (spin up / spin down)   2.32 / 1.86 eV
Gap between HOMO and LUMO (spin up / spin down)   7.92 / 7.08 eV
Total charge   -1
⟨S²⟩   3.775

---

Entry 4:
Formula: C24H39F5N2O5Si
Source: the OMol25 dataset
Level of theory: wB97M-V/def2-TZVPD

```
76
C24H39F5N2O5Si, DFT wB97M-V/def2-TZVPD
C -2.203 -0.582 2.656
Si -0.647 -0.941 1.691
C -1.000 -0.548 -0.112
C 0.730 0.198 2.255
C -0.145 -2.827 1.751
C -1.277 -3.498 1.117
N -2.178 -4.008 0.625
C 1.137 -3.005 0.850
C 2.162 -3.883 1.416
N 2.938 -4.592 1.871
C 0.848 -3.480 -0.584
C 2.107 -3.457 -1.453
C 2.677 -2.079 -1.575
O 2.045 -1.101 -1.897
O 3.994 -2.024 -1.282
C -0.067 -3.436 3.162
F 0.205 -4.762 3.128
F -1.308 -3.304 3.737
C 0.923 -2.734 4.152
F 1.374 -3.613 5.048
F 0.293 -1.741 4.801
F 1.970 -2.198 3.506
H -2.513 0.426 2.382
H -2.093 -0.669 3.732
H -2.997 -1.249 2.317
H -0.093 -0.298 -0.657
H -1.646 0.330 -0.091
H -1.544 -1.337 -0.627
H 0.686 0.335 3.333
H 0.578 1.177 1.798
H 1.720 -0.158 1.980
H 1.600 -2.021 0.741
H 0.505 -4.511 -0.582
H 0.123 -2.829 -1.061
H 2.849 -4.181 -1.133
H 1.782 -3.764 -2.449
H 4.221 -1.096 -1.125
C 2.353 5.167 -0.597
C 2.988 4.921 0.769
C 1.793 4.446 1.584
O 0.926 3.769 0.666
C 1.345 4.029 -0.677
H 3.064 5.156 -1.421
H 1.837 6.130 -0.603
H 3.737 4.129 0.697
H 3.464 5.801 1.197
H 1.248 5.289 2.023
H 2.068 3.759 2.384
H 1.801 3.120 -1.085
H 0.470 4.275 -1.280
C -1.018 -4.027 -5.598
C -1.376 -5.509 -5.533
C -0.416 -6.012 -4.465
O -0.208 -4.919 -3.564
C -0.735 -3.716 -4.136
H -1.807 -3.403 -6.013
H -0.117 -3.882 -6.198
H -2.409 -5.631 -5.200
H -1.259 -6.032 -6.481
H 0.549 -6.296 -4.899
H -0.806 -6.862 -3.905
H -1.652 -3.448 -3.602
H -0.009 -2.911 -4.002
C -2.774 6.919 0.544
C -3.058 5.423 0.658
C -2.049 4.999 1.716
O -1.877 6.129 2.582
C -2.472 7.285 1.991
H -3.601 7.493 0.129
H -1.894 7.088 -0.081
H -4.078 5.263 1.016
H -2.937 4.880 -0.279
H -1.083 4.751 1.271
H -2.387 4.146 2.307
H -3.390 7.529 2.537
H -1.783 8.126 2.084
```

Largest force on an atom   1.0 eV Å⁻¹
Energy relative to the best compared isomer or geometry (same formula, charge and spin)   0.0 kcal per mole
Lowest unoccupied orbital energy   0.35 eV
Gap between HOMO and LUMO   9.69 eV
Structure (SMILES)   C[Si](C)(C)[C@@](C#N)([C@@H](C#N)CCC(=O)O)C(F)(F)C(F)(F)F.C1CCOC1.C1CCOC1.C1CCOC1

---

Entry 5:
Formula: C22H35Br2NO13P2Si2Zr
Source: the OMol25 dataset
Level of theory: wB97M-V/def2-TZVPD

```
78
C22H35Br2NO13P2Si2Zr, DFT wB97M-V/def2-TZVPD
Zr 0.022 0.281 -0.961
O -1.838 -3.520 -2.537
C -1.068 -2.455 -2.392
O -1.151 -1.722 -1.428
C -0.084 -2.278 -3.517
O 0.657 -1.101 -3.346
C 0.302 -0.085 -4.300
C -1.080 0.458 -3.920
O -1.962 0.584 -4.744
O -1.193 0.691 -2.654
H -2.418 -3.594 -1.766
H -0.644 -2.289 -4.458
H 0.582 -3.146 -3.515
H 0.299 -0.500 -5.310
H 1.059 0.691 -4.205
Br -0.456 5.186 -0.001
C -1.953 4.056 -0.137
C -3.254 4.594 -0.050
C -4.349 3.781 -0.112
Br -6.073 4.553 0.000
C -4.209 2.373 -0.247
C -5.266 1.439 -0.272
C -4.977 0.106 -0.353
C -3.628 -0.303 -0.411
N -2.626 0.535 -0.413
C -2.903 1.858 -0.340
C -1.761 2.708 -0.314
O -0.580 2.149 -0.382
H -3.371 5.662 0.069
H -6.288 1.788 -0.219
H -5.761 -0.637 -0.366
H -3.378 -1.357 -0.449
C 4.739 1.176 0.359
C 3.938 1.069 -0.932
O 4.739 1.409 -2.072
P 3.321 -0.625 -1.239
O 4.224 -1.685 -0.504
O 3.576 -0.871 -2.764
O 1.908 -0.808 -0.774
P 2.466 2.174 -0.980
O 1.810 1.753 0.445
O 2.906 3.565 -1.116
O 1.528 1.505 -1.990
H 5.657 0.595 0.276
H 4.162 0.812 1.209
H 4.988 2.221 0.543
H 4.689 2.373 -2.180
H 3.831 -2.015 0.323
H 4.047 -0.094 -3.131
H 1.218 2.439 0.800
C -1.210 1.865 2.668
Si -0.311 0.202 2.750
C -1.277 -0.689 4.111
C 1.388 0.599 3.478
C -0.294 -0.779 1.140
Si 0.562 -2.430 1.352
C 2.330 -2.256 2.039
C 0.758 -3.584 -0.154
C -0.354 -3.610 2.517
H -1.274 2.219 3.701
H -2.232 1.770 2.300
H -0.728 2.653 2.093
H -1.365 -0.020 4.968
H -0.820 -1.611 4.465
H -2.289 -0.924 3.778
H 1.245 1.392 4.217
H 2.105 0.964 2.744
H 1.836 -0.246 3.999
H -1.358 -1.058 1.061
H 2.784 -1.291 1.811
H 2.954 -3.073 1.661
H 2.355 -2.348 3.125
H 1.183 -3.155 -1.057
H -0.181 -4.083 -0.399
H 1.434 -4.378 0.178
H -0.399 -3.284 3.554
H 0.139 -4.585 2.500
H -1.380 -3.759 2.175
```

Largest force on an atom   1.2 eV Å⁻¹
Lowest unoccupied orbital energy   -0.16 eV
Gap between HOMO and LUMO   7.86 eV

---

Entry 6:
Formula: C33H48O27
Source: the OMol25 dataset
Level of theory: wB97M-V/def2-TZVPD

```
108
C33H48O27, DFT wB97M-V/def2-TZVPD
C 6.518 6.281 -0.155
C 7.188 7.380 -1.033
C 6.415 8.582 -1.649
O 6.954 9.782 -1.097
C 8.049 9.395 -0.394
O 8.842 10.074 0.207
O 8.194 8.142 -0.402
H 5.540 5.931 -0.485
H 6.278 6.678 0.832
H 7.238 5.566 0.241
H 7.631 6.872 -1.889
H 5.429 8.563 -1.185
H 6.293 8.534 -2.731
C 0.166 -1.818 7.370
C 1.321 -1.461 8.305
C 0.968 -1.182 9.747
O 1.400 -2.420 10.275
C 2.158 -3.169 9.507
O 2.794 -4.168 9.903
O 2.068 -2.693 8.273
H -0.490 -0.951 7.448
H -0.329 -2.780 7.506
H 0.488 -1.724 6.333
H 1.755 -0.537 7.924
H -0.107 -1.054 9.874
H 1.731 -0.512 10.140
C 1.946 8.221 3.351
C 0.979 7.132 3.717
C 1.398 5.975 4.471
O 0.788 5.974 5.750
C -0.057 7.020 5.754
O -0.936 7.177 6.659
O 0.071 7.725 4.680
H 1.849 8.505 2.303
H 2.915 7.891 3.726
H 1.928 9.230 3.763
H 0.290 6.857 2.918
H 2.470 5.863 4.632
H 0.967 5.070 4.042
C -8.124 -1.433 2.150
C -7.554 -0.030 1.716
C -7.665 0.953 2.794
O -6.311 1.320 2.996
C -5.435 0.631 2.248
O -4.229 0.754 2.298
O -6.155 -0.203 1.485
H -9.176 -1.149 2.188
H -7.702 -2.027 2.961
H -7.937 -2.089 1.300
H -7.964 0.451 0.828
H -8.127 0.539 3.690
H -8.285 1.814 2.544
C 0.796 -4.487 -7.012
C -0.213 -5.256 -7.819
C -1.517 -5.692 -7.157
O -2.465 -5.248 -8.054
C -1.861 -4.621 -9.157
O -2.539 -4.322 -10.104
O -0.516 -4.639 -9.006
H 1.038 -5.099 -6.143
H 0.250 -3.647 -6.582
H 1.724 -4.290 -7.549
H 0.238 -6.174 -8.198
H -1.869 -5.189 -6.256
H -1.511 -6.745 -6.877
C 1.408 -0.738 -0.281
C 1.273 -2.025 0.458
C -0.062 -2.767 0.292
O 0.331 -4.067 -0.117
C 1.614 -3.994 -0.507
O 2.316 -4.843 -0.969
O 2.110 -2.854 -0.265
H 0.733 0.087 -0.055
H 1.140 -0.927 -1.321
H 2.408 -0.303 -0.285
H 1.595 -2.057 1.499
H -0.701 -2.137 -0.327
H -0.593 -2.872 1.238
O -3.713 -0.119 -4.647
C -4.804 -0.755 -4.669
O -6.090 -0.210 -4.964
C -6.950 -1.180 -5.396
C -6.348 -2.414 -4.855
O -5.048 -2.146 -4.449
H -7.980 -0.893 -5.184
H -6.888 -1.228 -6.484
H -6.341 -3.147 -5.662
H -6.914 -2.728 -3.979
O -0.976 8.316 -2.988
C -1.430 7.317 -3.621
O -0.660 6.409 -4.216
C -1.531 5.369 -4.600
C -2.879 5.900 -4.611
O -2.754 7.091 -3.960
H -1.389 5.010 -5.619
H -1.454 4.610 -3.822
H -3.616 5.179 -4.256
H -3.172 6.213 -5.613
O 5.390 -14.328 2.192
C 5.337 -13.330 1.496
O 5.954 -13.167 0.345
C 5.419 -12.050 -0.297
C 4.720 -11.241 0.824
O 4.783 -12.144 1.877
H 6.172 -11.334 -0.626
H 4.793 -12.165 -1.182
H 3.651 -11.143 0.636
H 5.156 -10.269 1.056
```

Largest force on an atom   6.5 eV Å⁻¹
Energy relative to the best compared isomer or geometry (same formula, charge and spin)   190.5 kcal per mole
Lowest unoccupied orbital energy   -0.24 eV
Gap between HOMO and LUMO   10.26 eV
Structure (SMILES)   C[C@H]1COC(=O)O1.C[C@H]1COC(=O)O1.C[C@H]1COC(=O)O1.C[C@H]1COC(=O)O1.C[C@H]1COC(=O)O1.C[C@H]1COC(=O)O1.O=C1OCCO1.O=C1OCCO1.O=C1OCCO1

---

Entry 7:
Formula: C27H30ClINO4PPtSi
Source: the OMol25 dataset
Level of theory: wB97M-V/def2-TZVPD

```
67
C27H30ClINO4PPtSi, DFT wB97M-V/def2-TZVPD
Pt 0.021 0.066 -0.396
Cl 3.564 5.465 1.916
C 2.423 4.194 1.687
C 1.424 4.011 2.638
C 0.490 3.027 2.434
I -1.056 2.633 3.784
C 0.503 2.189 1.289
O -0.405 1.308 1.137
C 1.549 2.374 0.340
N 1.544 1.532 -0.728
C 2.477 1.743 -1.682
C 3.453 2.705 -1.579
C 3.510 3.536 -0.460
C 2.520 3.390 0.525
H 1.387 4.643 3.512
H 2.432 1.110 -2.555
H 4.180 2.819 -2.367
H 4.286 4.276 -0.351
C 2.387 -3.747 4.320
C 1.461 -3.225 3.231
O 2.162 -2.177 2.589
P 1.667 -1.248 1.323
O 2.837 -1.714 0.272
C 2.850 -3.046 -0.218
C 4.290 -3.516 -0.329
O 2.293 0.139 1.764
C 3.569 0.289 2.380
C 3.415 0.502 3.876
H 1.936 -4.585 4.840
H 2.594 -2.953 5.032
H 3.328 -4.062 3.874
H 0.523 -2.852 3.655
H 1.223 -4.022 2.516
H 2.362 -3.065 -1.200
H 2.291 -3.706 0.453
H 4.856 -2.804 -0.923
H 4.320 -4.492 -0.804
H 4.742 -3.590 0.657
H 4.015 1.170 1.909
H 4.186 -0.586 2.167
H 2.652 1.255 4.064
H 4.357 0.840 4.299
H 3.125 -0.426 4.361
C 3.721 -0.930 -5.486
C 2.383 -0.991 -5.843
C 1.416 -1.136 -4.869
C 1.761 -1.202 -3.518
C 3.110 -1.097 -3.175
C 4.083 -0.979 -4.149
Si 0.376 -1.299 -2.207
C -0.579 -2.854 -2.777
C 0.070 -4.069 -3.009
C -0.637 -5.211 -3.335
C -2.017 -5.159 -3.467
C -2.678 -3.958 -3.258
C -1.968 -2.825 -2.906
H 4.483 -0.829 -6.243
H 2.098 -0.908 -6.881
H 0.370 -1.191 -5.139
H 3.389 -1.099 -2.131
H 5.125 -0.906 -3.869
H -1.253 -0.703 -0.063
H 1.148 -4.120 -2.928
H -0.114 -6.147 -3.479
H -2.572 -6.049 -3.733
H -3.754 -3.906 -3.357
H -2.488 -1.895 -2.734
```

Largest force on an atom   3.0 eV Å⁻¹
Lowest unoccupied orbital energy   -0.81 eV
Gap between HOMO and LUMO   6.14 eV

---

Entry 8:
Formula: C9H15N2S
Source: the OMol25 dataset
Level of theory: wB97M-V/def2-TZVPD

```
27
C9H15N2S, DFT wB97M-V/def2-TZVPD
C -0.835 0.836 -1.314
C 0.278 1.265 -0.756
C -2.496 0.623 -3.099
C 0.079 -3.207 2.641
C -1.353 1.037 -2.581
C 0.270 -3.223 1.384
C -0.365 -0.395 0.989
C 1.124 2.394 -1.181
C 1.932 -0.119 0.452
N -0.903 -0.113 2.250
N 0.606 0.565 0.518
S -1.647 -0.481 -0.352
H -2.699 0.741 -4.178
H -3.081 0.033 -2.532
H 0.744 -3.637 3.346
H -0.937 -2.612 2.944
H -0.824 1.805 -3.165
H 0.506 -3.526 0.428
H 1.578 2.926 -0.302
H 0.656 3.036 -1.847
H 1.986 2.146 -1.680
H 2.600 0.607 0.737
H 1.952 -0.940 1.063
H 2.043 -0.366 -0.612
H -0.264 -0.069 3.020
H -1.658 -0.683 2.657
H 0.709 1.360 1.171
```

Largest force on an atom   4.2 eV Å⁻¹
Energy relative to the best compared isomer or geometry (same formula, charge and spin)   157.2 kcal per mole
Lowest unoccupied orbital energy (spin up / spin down)   -3.19 / -4.07 eV
Gap between HOMO and LUMO (spin up / spin down)   8.40 / 7.08 eV
Total charge   +1